Entry from OMol25: a structure of composition C40H31Cl2N9TeTi in a non-equilibrium geometry (wB97M-V/def2-TZVPD).

Last column: Löwdin spin population.
CARTESIAN COORDINATES (ANGSTROEM)
H (-2.847, -2.197, 5.110)  0.0000
H (-1.665, 3.347, -3.710)  -0.0007
N (0.241, 0.197, 2.935)  0.0056
H (3.471, 3.934, -0.529)  -0.0002
H (-1.263, -0.922, -4.130)  -0.0008
H (0.691, 0.478, 4.979)  0.0001
C (-4.063, 0.275, 3.128)  -0.0001
C (0.841, -1.062, -2.228)  0.0562
H (-0.193, -2.697, -3.153)  -0.0015
C (0.898, -4.503, 1.815)  -0.0001
H (-2.620, -4.820, 0.221)  0.0000
Cl (2.467, 2.892, 3.696)  0.0005
N (1.871, -0.686, -1.427)  0.0416
H (-2.091, 2.944, -6.034)  0.0000
H (-4.673, 1.172, 3.171)  0.0000
C (3.514, 2.061, 1.332)  0.0024
C (-1.028, -5.841, 1.251)  -0.0001
C (3.682, 2.128, 2.727)  0.0004
H (-1.013, 1.796, 0.416)  0.0004
H (3.456, -1.415, -0.280)  0.0030
C (-0.109, 4.524, -1.198)  0.0176
C (-0.200, 2.386, -2.502)  0.0319
C (-2.770, -1.310, 1.834)  0.0002
C (-1.627, 1.193, -3.989)  0.0374
C (-3.797, -0.448, 4.289)  0.0002
Cl (4.296, 1.235, -1.120)  0.0069
C (2.650, -1.691, -0.934)  0.0492
C (0.016, 0.038, -2.700)  0.0404
C (0.645, -2.403, -2.522)  -0.0118
C (-0.976, -3.498, 0.664)  0.0001
N (-4.766, 1.082, -6.915)  0.0044
H (6.674, 0.555, 3.089)  0.0001
N (0.581, 5.306, -0.196)  -0.0010
C (0.355, -0.314, 4.314)  0.0003
H (0.689, -6.588, 2.314)  0.0000
C (-0.993, 0.011, -3.637)  0.0004
H (2.217, 5.479, 1.011)  0.0005
N (1.421, -3.376, -2.059)  0.0598
C (-3.032, -1.609, 4.213)  0.0000
C (5.794, 0.964, 2.596)  0.0004
H (4.909, 1.683, 4.425)  0.0000
C (-3.554, -0.154, 1.906)  0.0003
H (3.070, -3.783, -0.864)  -0.0006
C (2.447, 3.686, -0.299)  0.0055
C (0.463, 3.479, -1.747)  -0.0024
C (-2.515, -2.047, 2.990)  0.0003
C (-1.635, -4.728, 0.664)  0.0003
H (-3.908, 2.792, -7.714)  -0.0001
C (5.666, 0.858, 1.226)  0.0002
Te (-1.962, -1.796, -0.048)  0.0030
C (1.725, 4.911, 0.209)  0.0104
C (-0.469, 1.224, 1.149)  0.0029
C (-1.206, 2.407, -3.421)  -0.0010
N (2.369, 2.557, 0.665)  0.0095
C (-2.733, 1.172, -4.990)  0.0030
C (0.230, -5.725, 1.838)  0.0001
H (-1.921, -2.956, 2.952)  0.0000
C (-3.695, 0.173, -4.962)  0.0046
N (1.783, 3.090, -1.457)  -0.0134
N (0.372, 1.204, -2.137)  0.0040
H (6.420, 0.361, 0.628)  0.0001
H (1.074, -1.130, 4.333)  0.0000
C (0.297, -3.392, 1.226)  0.0012
C (-3.837, 2.054, -6.916)  -0.0007
H (-4.189, -0.111, 5.246)  0.0000
C (-2.819, 2.140, -5.974)  0.0042
H (0.811, -2.443, 1.205)  0.0008
H (1.970, -0.664, 2.049)  0.0008
Ti (1.827, 1.272, -0.745)  0.6042
C (-4.689, 0.168, -5.933)  -0.0007
C (4.804, 1.593, 3.347)  -0.0002
N (0.683, 0.517, 0.820)  -0.0023
H (-5.459, -0.605, -5.928)  -0.0001
C (-0.738, 1.043, 2.458)  0.0000
H (-1.129, 4.811, -1.429)  0.0008
C (1.084, -0.064, 1.930)  0.0107
H (-0.611, -0.682, 4.638)  0.0001
C (4.542, 1.405, 0.644)  0.0044
H (-1.542, -6.795, 1.254)  0.0000
H (1.887, -4.415, 2.256)  0.0000
H (-3.771, 0.423, 1.005)  0.0000
H (-3.693, -0.580, -4.179)  0.0003
H (-1.533, 1.424, 3.090)  -0.0001
C (2.429, -2.998, -1.256)  0.0060

Output
Total charge   +1
Relative energy (zero: lowest compared OMol25 entry of this formula, charge and spin)   249.8 kJ/mol
Largest force on an atom   0.0411 Eh/bohr
Energy   -110842.3362 eV
LUMO level (alpha / beta)   -3.46 / -3.89 eV
2S+1   2
HOMO (alpha / beta)   -9.28 / -10.19 eV

Entry from OMol25: a cluster of 9 separate species, H18O9 in total in a non-equilibrium geometry (wB97M-V/def2-TZVPD).

Last column: Löwdin spin population.
CARTESIAN COORDINATES (ANGSTROEM)
O (-1.080, -2.767, 3.298)  -0.0001
O (2.062, 2.143, -0.364)  0.1258
H (2.130, -3.265, -1.305)  0.0000
H (-2.692, 1.415, -1.786)  -0.0001
H (-2.313, 0.696, 0.744)  -0.0001
H (1.820, -1.040, 1.006)  0.0003
H (1.693, 1.739, 0.415)  -0.0004
H (2.411, 1.527, -1.013)  -0.0003
O (1.879, -2.781, -2.107)  0.1750
H (-0.144, 4.588, -0.211)  -0.0002
O (-0.822, 4.344, -0.847)  0.0058
H (-0.189, -2.149, -2.418)  -0.0041
O (-3.468, 1.466, -1.217)  0.0371
H (-3.722, 2.397, -1.267)  -0.0003
H (-0.244, -2.410, -3.819)  0.0011
O (-0.608, -2.803, -3.003)  0.2681
O (-1.649, 1.364, 0.962)  0.1766
H (-1.093, -2.236, 4.101)  0.0000
H (-0.534, -2.273, 2.680)  0.0000
H (2.065, 0.237, 3.171)  -0.0002
H (-1.441, 1.814, 0.131)  0.0006
O (1.593, -0.330, 0.376)  0.2087
H (2.521, -1.194, 3.338)  -0.0001
H (1.762, -3.573, -2.661)  -0.0027
O (1.814, -0.667, 2.943)  0.0114
H (0.954, 0.116, 0.960)  -0.0018
H (-0.454, 4.200, -1.721)  -0.0002

Output
Total charge   +1
Relative energy (zero: lowest compared OMol25 entry of this formula, charge and spin)   207.5 kJ/mol
Largest force on an atom   0.0336 Eh/bohr
Energy   -18707.8560 eV
LUMO level (alpha / beta)   -3.32 / -11.11 eV
2S+1   2
HOMO (alpha / beta)   -13.97 / -13.83 eV

Entry from OMol25: a cluster of 2 separate species, C3H2Cl2O2 in total in a non-equilibrium geometry (wB97M-V/def2-TZVPD).

Last column: Löwdin charge in e.
CARTESIAN COORDINATES (ANGSTROEM)
Cl (1.256, -1.352, 0.543)  0.6199
C (0.798, -0.202, -0.743)  -0.9806
H (0.269, -0.847, -1.508)  0.0889
O (0.293, 2.133, 0.025)  0.1238
C (0.154, 0.964, -0.126)  -0.3294
Cl (2.353, 0.141, -1.718)  0.4953
C (-1.428, -0.117, 1.001)  -0.1152
H (-1.661, 0.334, 1.946)  0.0782
O (-2.034, -1.055, 0.581)  0.0191

Output
Total charge   0
Relative energy (zero: lowest compared OMol25 entry of this formula, charge and spin)   331.0 kJ/mol
Largest force on an atom   0.0786 Eh/bohr
Energy   -32279.9099 eV
LUMO level   -0.34 eV
2S+1   1
HOMO   -8.77 eV